Entry 1:
125
Properties=species:S:1:pos:R:3:forces:R:3 method="wB97M-V/def2-TZVPD" charge=-1 homo_ev=-5.626 homo_lumo_gap_ev=7.8793 spin_multiplicity=1
Pb -2.73325 1.68490 1.01659 0.46 -0.20 -0.11
F 5.22828 -2.10703 0.78150 0.03 -0.09 0.10
Ge 3.52613 -1.53636 0.72490 0.18 -0.01 0.10
C 2.75223 -3.33585 0.97202 0.10 0.07 0.07
C 3.68001 -4.30509 1.39456 -0.09 -0.03 0.09
C 3.30982 -5.62818 1.54927 -0.09 0.00 -0.02
C 2.00042 -6.02062 1.27930 0.08 0.09 0.01
C 1.08307 -5.07145 0.87795 0.03 -0.05 -0.01
C 1.44049 -3.72631 0.72742 -0.10 -0.01 -0.22
P 0.17084 -2.50873 0.14057 -0.04 -0.28 -0.07
C -0.24994 -3.41450 -1.42308 -0.04 -0.21 0.12
C 0.83977 -3.84370 -2.19259 -0.08 -0.16 0.06
C 0.65661 -4.51753 -3.38776 0.01 -0.05 0.05
C -0.62767 -4.75755 -3.86311 -0.02 -0.06 0.06
C -1.71416 -4.30815 -3.13250 0.04 -0.02 0.02
C -1.52925 -3.64700 -1.92214 0.09 0.02 0.10
C -1.10930 -2.95289 1.40740 -0.01 0.13 0.06
C -0.64729 -3.21145 2.70215 -0.02 -0.12 -0.05
C -1.51763 -3.50406 3.74081 -0.01 -0.26 -0.11
C -2.88604 -3.52885 3.51989 0.05 -0.05 -0.01
C -3.36799 -3.24562 2.25066 0.03 -0.02 0.02
C -2.49304 -2.95307 1.21014 0.03 -0.04 -0.06
C 3.75251 -0.36898 2.31566 -0.16 0.08 0.02
C 5.08579 -0.19357 2.72182 -0.06 0.05 -0.04
C 5.40412 0.57653 3.82590 -0.01 0.02 0.01
C 4.39990 1.19725 4.55825 0.02 0.00 -0.01
C 3.08525 1.03749 4.17021 0.00 -0.06 0.01
C 2.74579 0.25650 3.06006 0.05 -0.16 -0.01
P 0.98445 0.13979 2.54449 -0.05 0.13 -0.02
C 0.66121 1.95947 2.61078 0.10 0.01 0.07
C -0.35208 2.58236 3.33215 0.08 0.04 0.03
C -0.45968 3.97000 3.34630 -0.04 0.02 0.04
C 0.45321 4.75142 2.65798 0.00 0.02 -0.01
C 1.46939 4.13979 1.93420 -0.05 0.02 -0.06
C 1.55939 2.76034 1.90049 -0.03 -0.02 -0.05
C 0.15454 -0.45514 4.06877 -0.01 -0.01 0.03
C 0.82693 -1.06094 5.12935 -0.06 0.03 0.02
C 0.12455 -1.54823 6.22545 -0.01 0.00 -0.02
C -1.25742 -1.44018 6.27928 0.00 0.09 0.02
C -1.94162 -0.87619 5.21099 0.04 0.17 0.07
C -1.24117 -0.41046 4.11024 0.02 0.11 0.09
C 3.68864 -0.77821 -1.10844 -0.08 0.01 0.06
C 4.88975 -1.18640 -1.71015 0.09 -0.14 -0.08
C 5.23916 -0.80312 -2.99252 -0.03 0.00 -0.03
C 4.38798 0.00784 -3.72668 -0.02 0.01 0.05
C 3.20185 0.41731 -3.15092 0.04 -0.02 -0.03
C 2.83301 0.04692 -1.85077 0.03 0.12 -0.06
P 1.21134 0.68254 -1.24980 0.05 0.07 0.02
C 0.17292 0.13445 -2.68459 0.12 -0.06 -0.10
C 0.50472 -1.02036 -3.39808 0.02 0.07 0.05
C -0.33532 -1.52583 -4.37909 0.07 0.08 -0.12
C -1.54109 -0.90405 -4.65853 0.00 0.07 0.02
C -1.88786 0.23956 -3.95629 0.03 -0.12 -0.03
C -1.03980 0.75423 -2.98889 0.09 0.15 -0.19
C 1.38266 2.49531 -1.57926 0.03 0.00 0.04
C 2.58579 3.13614 -1.87226 0.02 0.05 0.01
C 2.63720 4.51419 -2.04927 0.01 -0.01 0.02
C 1.48987 5.28303 -1.92918 0.02 0.00 0.03
C 0.29440 4.66713 -1.58681 -0.01 0.01 0.04
C 0.25186 3.29620 -1.39308 0.02 -0.03 0.05
H 4.69886 -4.02075 1.60492 0.04 0.03 -0.03
H 4.04604 -6.35414 1.87342 -0.02 0.00 0.00
H 1.70144 -7.05704 1.37913 0.01 0.01 0.02
H 0.06217 -5.36749 0.66804 -0.01 0.01 -0.01
H 1.85016 -3.66104 -1.84439 0.04 -0.02 0.02
H 1.51964 -4.85230 -3.95102 0.01 0.01 -0.01
H -0.77551 -5.27455 -4.80343 0.00 -0.02 0.00
H -2.72387 -4.45717 -3.49548 0.00 0.01 0.02
H -2.41104 -3.30617 -1.40269 0.09 -0.02 -0.07
H 0.41498 -3.18567 2.91330 -0.02 -0.05 0.00
H -1.11762 -3.70558 4.72694 -0.01 0.02 -0.06
H -3.56952 -3.75448 4.32941 0.00 0.00 0.00
H -4.43392 -3.25479 2.04946 0.02 -0.01 0.01
H -2.93123 -2.72645 0.25030 0.06 -0.04 0.05
H 5.87921 -0.66827 2.16603 0.01 0.00 0.00
H 6.44194 0.69554 4.11288 0.00 0.00 0.00
H 4.64270 1.80862 5.41887 0.00 -0.01 0.00
H 2.29687 1.53022 4.72671 -0.01 0.01 0.00
H -1.06106 2.00363 3.90780 -0.01 0.02 0.00
H -1.27058 4.43057 3.89695 0.02 -0.03 -0.02
H 0.37367 5.83159 2.68238 -0.01 -0.02 -0.01
H 2.18739 4.73563 1.38512 0.00 0.01 -0.04
H 2.35774 2.29751 1.33206 0.02 0.00 -0.03
H 1.90440 -1.15557 5.10772 0.03 0.02 0.00
H 0.66553 -2.01039 7.04252 0.00 0.00 0.00
H -1.80100 -1.81324 7.13888 0.01 0.01 -0.01
H -3.02257 -0.80886 5.22370 0.02 -0.01 -0.01
H -1.79257 -0.01604 3.26306 0.02 -0.02 0.02
H 5.56624 -1.82745 -1.16375 -0.05 0.07 -0.08
H 6.17390 -1.14896 -3.41693 0.00 0.01 0.01
H 4.64159 0.31577 -4.73364 -0.01 -0.01 0.00
H 2.52545 1.04169 -3.72156 0.00 -0.01 -0.01
H 1.42202 -1.55092 -3.18047 -0.03 0.09 -0.04
H -0.04970 -2.42710 -4.90778 -0.02 0.12 0.04
H -2.21473 -1.31698 -5.39887 0.00 0.00 0.02
H -2.83611 0.72272 -4.12320 -0.17 0.08 -0.06
H -1.35753 1.64694 -2.47732 -0.08 0.10 0.11
H 3.50056 2.56599 -1.96244 -0.01 0.00 -0.02
H 3.58389 4.98372 -2.28905 0.00 0.00 0.02
H 1.53165 6.35558 -2.07408 -0.01 -0.01 -0.01
H -0.60674 5.25122 -1.44497 -0.01 -0.02 -0.01
H -0.68215 2.85725 -1.06741 -0.04 0.00 -0.02
O -4.35962 -0.12856 1.05645 -0.12 0.13 0.29
H -3.86844 -0.90853 1.35573 0.03 0.01 0.09
H -4.66726 -0.41506 0.16737 -0.09 -0.03 -0.26
O -1.94744 -0.71567 -0.53464 0.78 0.56 0.41
H -1.47763 -0.38094 -1.31146 -0.06 -0.14 0.14
H -2.82446 -0.97720 -0.90160 0.07 -0.02 -0.17
Br -4.46319 -1.65796 -1.68215 -1.17 -0.30 -0.53
I -4.30082 3.32987 2.81680 -0.22 0.13 0.22
C -4.58714 3.45059 -4.82187 -0.08 -0.03 0.03
Si -4.49870 4.39232 -3.20681 -0.02 0.01 0.01
C -6.20042 5.04743 -2.79618 -0.05 0.04 0.05
C -3.29668 5.81506 -3.40564 0.04 0.03 0.00
C -3.92400 3.34682 -1.82042 0.20 -0.01 0.06
C -3.52040 2.76214 -0.82684 -0.20 -0.09 -0.24
H -5.00166 4.09800 -5.60015 -0.01 -0.02 0.01
H -5.22670 2.56950 -4.73400 0.01 0.02 0.01
H -3.60474 3.12036 -5.15398 0.12 -0.04 0.00
H -6.55521 5.74254 -3.56232 0.01 -0.02 0.01
H -6.18610 5.56909 -1.83661 -0.01 -0.01 -0.02
H -6.91768 4.22754 -2.71653 0.01 0.02 0.00
H -3.60926 6.48164 -4.21445 0.01 -0.01 0.02
H -2.29533 5.44333 -3.63820 -0.02 0.01 0.00
H -3.23195 6.39986 -2.48526 -0.01 -0.01 -0.01

***

Entry 2:
20
Properties=species:S:1:pos:R:3:forces:R:3 method="wB97M-V/def2-TZVPD" charge=0 homo_ev=-8.280 e_above_lowest_kcal_mol=0.00 homo_lumo_gap_ev=7.9500 smiles="C[Si](C)(C)C(=S)CS" spin_multiplicity=1
C 1.08987 0.94169 -0.10742 1.27 -0.54 1.95
C -0.70253 -0.85499 -1.75876 0.84 -0.13 1.81
C -0.99512 -1.03291 1.27014 0.82 -0.85 -1.45
C -1.88058 1.60176 -0.09044 1.92 -0.09 -4.13
C 2.24792 0.23330 0.80818 -2.13 0.30 -1.76
Si -0.69909 0.15709 -0.14109 0.59 -0.15 -1.02
S 1.37115 2.45313 -0.61109 0.05 -0.34 -0.26
S 2.31412 -1.58659 0.58835 1.18 0.45 -0.76
H -0.03803 -0.45210 -2.48976 0.03 0.63 -0.82
H -0.18292 -1.77530 -1.45715 -0.37 -0.12 -0.06
H -1.69026 -1.07405 -2.10093 -0.56 -0.15 -0.49
H -1.57986 -0.55303 2.02222 -0.12 -0.04 0.91
H -1.52831 -1.89418 0.81656 -0.05 0.49 0.41
H -0.01479 -1.46332 1.54731 -0.71 0.35 0.58
H -2.63419 1.51405 0.58006 -2.69 -0.46 1.71
H -1.29810 2.44488 0.19398 0.46 0.90 0.15
H -2.20429 1.78481 -1.19674 0.15 -0.18 2.11
H 3.21021 0.70605 0.67117 0.11 0.06 -0.08
H 1.88152 0.41976 1.80468 0.07 -0.05 0.53
H 3.33327 -1.57004 -0.34929 -0.85 -0.07 0.69

***

Entry 3:
7
Properties=species:S:1:pos:R:3:forces:R:3 method="wB97M-V/def2-TZVPD" charge=-1 homo_ev="-4.090 / -4.081" e_above_lowest_kcal_mol=48.00 homo_lumo_gap_ev="6.4408 / 6.4250" spin_multiplicity=1
C -1.88851 0.57641 -0.26966 -0.40 0.61 -0.01
C -0.93940 -0.20062 0.52850 3.41 -0.66 0.61
O -1.26325 1.64573 -0.05267 -0.39 0.39 -0.29
O -2.88849 0.23826 -0.84882 -0.43 -0.21 -0.32
S 3.04150 -1.45914 -0.23506 -0.72 -0.23 0.01
S 0.52588 -0.59539 0.91222 -1.67 -0.39 -0.05
H 3.41228 -0.20525 -0.03452 0.19 0.49 0.06

***

Entry 4:
159
Properties=species:S:1:pos:R:3:forces:R:3 method="wB97M-V/def2-TZVPD" charge=0 homo_ev=-8.944 e_above_lowest_kcal_mol=137.29 homo_lumo_gap_ev=9.1303 smiles=COC[C@H](C)N.COC[C@H](C)N.COC[C@H](C)N.COC[C@H](C)N.COC[C@H](C)N.COC[C@H](C)N.COC[C@H](C)N.OCCO.OCCO.OCCO.OCCO spin_multiplicity=1
C 4.26076 -2.29670 -4.84277 -1.00 -0.26 -1.45
C 4.10849 -2.35454 -6.42460 -0.12 -1.80 1.64
C 2.99108 -1.52595 -6.98460 -1.14 1.65 0.19
O 1.67483 -1.93252 -6.57375 -0.46 -0.30 0.52
C 0.61047 -0.95745 -6.66193 1.13 0.07 -0.60
N 5.37331 -2.07687 -7.08247 0.03 0.62 -0.10
H 3.31596 -2.56658 -4.37093 -0.16 0.24 0.01
H 4.54514 -1.28868 -4.54090 0.18 -0.07 0.15
H 4.95839 -3.06455 -4.50835 0.34 0.28 -0.10
H 3.82800 -3.37615 -6.68097 0.16 -0.32 0.08
H 3.00663 -1.48594 -8.07375 0.31 -0.10 -0.12
H 3.15024 -0.51912 -6.59853 -0.01 0.57 -0.16
H -0.37354 -1.37604 -6.45074 0.42 -0.53 0.26
H 0.53827 -0.54573 -7.66860 0.13 -0.04 -0.31
H 0.77283 -0.09691 -6.01291 0.19 -0.05 0.34
H 6.08949 -2.68528 -6.71233 -0.07 -0.55 -0.09
H 5.68973 -1.19084 -6.71514 0.07 0.61 -0.24
C 1.19780 1.58639 -0.19117 -0.13 0.22 1.70
C 0.28117 1.40484 -1.36412 -0.59 0.51 0.42
C -1.17556 1.10066 -1.04652 -0.77 0.12 0.71
O -1.49608 -0.06382 -0.33312 0.20 -1.47 0.65
C -1.68431 -1.24964 -1.13717 0.39 1.55 -0.43
N 0.29592 2.74776 -1.97851 0.38 -0.53 -1.30
H 2.20950 1.84585 -0.50299 0.00 -0.49 -0.06
H 1.14499 0.82673 0.58872 0.37 -0.67 -0.49
H 0.89433 2.43914 0.41615 -0.31 0.50 -0.24
H 0.64478 0.54095 -1.92052 0.37 0.60 -0.94
H -1.81539 1.13335 -1.92837 0.24 0.08 -0.60
H -1.53527 1.92292 -0.42796 -0.06 0.12 0.26
H -0.80830 -1.37706 -1.77315 0.14 -0.34 -0.03
H -2.52201 -1.03981 -1.80225 -0.28 -0.34 -0.08
H -1.85683 -2.15397 -0.55362 0.02 0.44 0.29
H -0.21704 2.80566 -2.84662 -0.04 -0.23 -0.26
H -0.15831 3.41644 -1.37299 0.07 -0.08 0.39
C -3.88567 0.99825 6.80844 0.08 0.05 1.16
C -4.30350 1.97521 5.79040 -0.83 0.37 -2.22
C -5.57994 1.61056 4.99859 0.02 -0.88 0.38
O -6.73047 1.40633 5.83787 0.58 -0.31 -0.67
C -7.85495 1.08547 5.01749 -0.24 0.65 1.13
N -4.48323 3.32974 6.30196 0.38 -0.68 0.50
H -4.59987 0.97480 7.63151 -0.02 -0.39 0.04
H -2.95554 1.41144 7.19861 0.15 -0.42 0.22
H -3.72401 0.02171 6.35199 -0.06 -0.06 0.27
H -3.48906 1.92014 5.06807 -0.01 0.53 -0.44
H -5.39710 0.68758 4.44833 -0.01 -0.25 -0.23
H -5.84201 2.38695 4.27981 0.25 0.25 -0.19
H -8.64861 0.78979 5.70362 0.03 -0.19 -0.06
H -7.68349 0.29385 4.28808 0.27 -0.03 0.01
H -8.20506 1.99851 4.53595 0.02 0.02 -0.44
H -5.41404 3.19090 6.66860 -0.41 1.10 0.50
H -4.54716 3.94319 5.50216 -0.18 0.25 0.02
C 6.22293 -9.77169 2.00657 1.15 1.51 -1.25
C 4.80514 -9.69774 1.53371 0.66 -0.75 -0.62
C 4.59075 -10.25379 0.08563 1.01 0.54 0.68
O 3.23048 -10.34192 -0.25196 0.30 -0.27 0.45
C 2.70075 -9.25574 -0.94953 -1.15 -0.20 -0.74
N 4.15251 -10.56337 2.45877 -2.52 -0.55 0.06
H 6.38330 -9.14357 2.88285 -0.22 -0.49 0.46
H 6.83665 -9.24109 1.27862 0.52 -0.32 -0.28
H 6.54271 -10.80679 2.12665 0.03 0.21 0.12
H 4.43917 -8.67207 1.48742 -0.08 0.36 0.33
H 5.10143 -11.20735 -0.04867 -0.48 -0.46 0.36
H 5.12674 -9.62265 -0.62323 -0.05 0.53 -0.09
H 3.14838 -9.11288 -1.93305 0.45 0.02 -0.03
H 2.63437 -8.29081 -0.44693 0.44 -0.01 0.47
H 1.67263 -9.55472 -1.15368 -0.13 0.13 -0.01
H 4.18582 -10.30240 3.43390 0.60 0.39 0.05
H 3.17165 -10.46762 2.23775 -0.56 -0.64 0.05
C -3.93357 -13.21021 2.71239 -0.14 0.27 0.04
C -3.02386 -12.12577 2.06677 0.76 -0.88 0.42
C -2.90116 -10.87090 2.97666 -0.20 -0.48 -1.52
O -2.00889 -9.93869 2.39828 0.66 0.72 0.65
C -1.75717 -8.88033 3.31775 0.86 0.72 -0.22
N -1.68097 -12.78365 1.80634 -1.14 0.54 0.48
H -4.89460 -12.83219 3.06113 0.06 0.48 0.11
H -3.46835 -13.69585 3.57019 0.24 0.13 0.07
H -4.23487 -14.01524 2.04213 0.50 0.11 -0.37
H -3.47965 -11.86711 1.11102 0.24 0.25 -0.06
H -2.50184 -11.17896 3.94296 -0.38 0.02 0.37
H -3.84964 -10.33385 2.98359 -0.48 -0.43 0.78
H -0.87656 -8.30717 3.02774 0.35 -0.50 -0.43
H -1.55607 -9.19897 4.34055 -0.15 -0.48 0.04
H -2.47638 -8.06339 3.37651 -0.96 -0.44 -0.21
H -1.31742 -12.98692 2.72646 0.03 -0.53 0.36
H -0.98514 -12.12519 1.48640 -0.23 0.50 -0.51
C -11.68968 -9.71042 2.27479 1.34 -0.48 0.49
C -11.03292 -8.45328 1.70050 -0.65 0.01 -1.46
C -9.86676 -8.78119 0.72621 -0.65 -1.00 0.08
O -9.55600 -7.74915 -0.21771 1.18 -0.17 0.49
C -8.17988 -7.93174 -0.73271 -1.86 0.07 1.27
N -12.04104 -7.75474 0.91622 0.06 1.05 0.70
H -12.64255 -9.64684 2.80025 0.01 0.81 -0.26
H -11.00260 -10.12379 3.01312 0.08 -0.35 0.04
H -11.80780 -10.46167 1.49392 -0.01 -0.01 -0.13
H -10.61190 -7.78498 2.45165 -0.40 0.07 0.30
H -10.21317 -9.62436 0.12857 0.02 -0.42 -0.10
H -9.03409 -9.14457 1.32845 0.59 0.32 -0.15
H -8.03434 -9.00709 -0.83536 0.28 0.06 -0.48
H -7.51986 -7.56260 0.05229 0.33 0.09 -0.26
H -8.10237 -7.36695 -1.66174 0.06 -0.20 0.16
H -12.54946 -8.36850 0.29581 0.19 -0.14 -0.11
H -11.49314 -7.09595 0.38152 -0.57 0.29 -0.56
C 8.43021 11.88747 -0.05405 0.64 -0.61 0.68
C 8.71717 10.70561 0.88592 0.38 -0.31 -0.42
C 9.79659 9.70104 0.34529 -1.58 0.31 0.98
O 9.88373 8.55270 1.25027 -0.25 0.30 -0.90
C 8.74316 7.67300 1.23834 -0.25 0.61 -0.48
N 9.11032 11.15482 2.22956 -0.14 -0.11 -0.34
H 7.76730 11.57359 -0.86037 -0.10 0.24 0.11
H 9.34838 12.27259 -0.49764 0.07 0.18 0.00
H 8.00206 12.63351 0.61543 -0.26 0.26 -0.51
H 7.74688 10.22323 1.00395 0.11 -0.35 0.06
H 10.72006 10.28007 0.34996 0.38 -0.52 0.37
H 9.61653 9.45126 -0.70031 -0.22 -0.58 -0.04
H 8.82924 6.90697 2.00898 0.41 0.25 -0.02
H 8.55284 7.18966 0.28009 0.66 -0.20 -0.31
H 7.79501 8.19017 1.38538 0.05 0.36 0.49
H 9.95013 11.71119 2.15682 0.18 0.41 -0.12
H 9.44111 10.31778 2.68785 -0.08 -0.24 0.45
C 6.27783 7.58719 -6.04528 -0.30 -1.41 -2.10
C 5.25962 6.43383 -5.96279 0.43 -0.06 0.09
O 5.45876 5.64827 -4.81952 -0.02 -0.12 1.41
O 5.96376 8.74710 -5.35809 -0.36 0.45 0.89
H 6.28665 7.80308 -7.11366 -0.10 0.20 -0.46
H 7.29995 7.24181 -5.89015 0.01 -0.34 0.70
H 5.39557 5.70264 -6.75966 0.32 0.63 -0.84
H 4.22389 6.76575 -6.03480 0.03 0.50 0.05
H 4.61347 5.29330 -4.53476 0.05 -0.03 0.11
H 6.57845 9.41258 -5.67572 -0.08 0.19 0.17
C 1.11807 11.43436 -1.21143 -0.06 -0.08 -1.25
C -0.37409 11.32372 -0.82052 -0.62 0.45 -0.63
O -1.22836 12.40214 -1.30296 1.00 -0.41 0.34
O 1.27130 11.09331 -2.61556 -0.83 -0.21 0.08
H 1.76574 10.75231 -0.66061 -0.30 0.03 0.52
H 1.51387 12.44907 -1.16882 -0.33 0.17 0.80
H -0.56396 11.26034 0.25095 0.51 0.25 0.06
H -0.83980 10.43116 -1.23830 0.61 -0.46 -0.02
H -1.42344 12.17818 -2.21586 -0.01 0.18 -0.13
H 2.18334 10.87305 -2.81872 0.04 0.07 0.21
C 1.79543 6.30916 7.50209 0.91 -0.16 -1.28
C 1.85826 6.07872 5.92318 -0.54 1.31 1.83
O 0.68347 6.59639 5.27094 0.17 -0.66 0.26
O 0.81520 5.55551 8.10465 -1.07 -0.93 0.54
H 1.70302 7.34787 7.81934 -0.17 0.55 -0.62
H 2.71837 5.99643 7.99044 0.34 -0.19 -0.40
H 1.87409 5.00429 5.74028 0.13 0.17 -0.12
H 2.73728 6.60435 5.55015 0.22 -0.30 -0.17
H 0.61606 7.54217 5.42113 0.16 0.09 0.09
H 0.00246 5.60320 7.59594 -0.15 0.11 -0.12
C -3.61497 8.04420 -5.57128 0.98 -0.65 -0.34
C -3.69585 6.50714 -5.32863 0.34 1.20 -0.51
O -2.68284 5.79009 -5.98596 0.66 -0.27 -0.03
O -4.56805 8.71453 -4.82306 -0.90 0.35 0.47
H -3.72235 8.32889 -6.61795 -0.09 -0.44 -0.47
H -2.64262 8.46132 -5.30922 0.15 -0.36 0.34
H -4.66053 6.14790 -5.68708 -0.37 0.00 0.38
H -3.55062 6.33914 -4.26150 -0.29 -0.12 -0.07
H -2.71586 5.94747 -6.93239 -0.12 0.07 -0.06
H -5.39878 8.54084 -5.27175 -0.34 0.21 0.29